# 1
90
Properties=species:S:1:pos:R:3:lowdin_charge:R:1 method="wB97M-V/def2-TZVPD" e_homo_ev=-2.81 charge=-2 lumo_ev=3.486 homo_lumo_gap_ev=6.295
Rb -0.2755 1.0968 0.1860 0.790
Se -2.3689 -2.2266 -0.3515 0.215
P -1.3404 -4.1057 -0.4260 0.003
Se 0.1715 -4.4999 -1.8906 0.134
C -0.6722 -4.3917 1.2629 -0.408
C -1.5564 -4.4483 2.3393 -0.108
C -1.0804 -4.5999 3.6305 -0.094
C 0.2886 -4.6839 3.8619 -0.105
C 1.1709 -4.6238 2.7953 -0.091
C 0.6913 -4.4844 1.4976 -0.113
C -2.5674 -5.4767 -0.5214 -0.409
C -2.1167 -6.7898 -0.3942 -0.112
C -3.0084 -7.8471 -0.4540 -0.101
C -4.3633 -7.6049 -0.6567 -0.116
C -4.8146 -6.3018 -0.7927 -0.101
C -3.9194 -5.2394 -0.7189 -0.118
H -2.6208 -4.3507 2.1586 0.100
H -1.7755 -4.6354 4.4608 0.095
H 0.6630 -4.7838 4.8736 0.092
H 2.2387 -4.6751 2.9705 0.096
H 1.3680 -4.4395 0.6526 0.044
H -1.0568 -6.9729 -0.2614 0.093
H -2.6478 -8.8637 -0.3492 0.092
H -5.0615 -8.4323 -0.7095 0.088
H -5.8683 -6.1056 -0.9528 0.093
H -4.2574 -4.2137 -0.8101 0.042
O 2.2523 3.0855 5.7282 0.088
C 0.9647 2.9958 5.9569 -0.535
O 0.4557 3.4111 6.9803 0.027
C 0.1425 2.3108 4.9164 -0.049
C -1.2282 2.1373 4.9766 -0.581
Cl -2.3533 2.5712 6.1831 0.767
N -1.6164 1.4692 3.8705 -0.076
N -0.5671 1.1868 3.0888 0.107
C 0.4967 1.6936 3.6795 -0.118
C 1.8217 1.5934 2.9346 -0.591
O 2.8224 2.1240 3.4954 -0.004
O 1.7970 1.0241 1.8372 -0.141
C -2.9145 1.1184 3.3912 -0.203
C -3.1155 -0.1739 2.9318 -0.019
C -4.3360 -0.5072 2.3650 -0.096
C -5.3404 0.4450 2.2674 -0.086
C -5.1184 1.7390 2.7169 -0.074
C -3.8990 2.0856 3.2741 -0.028
H 2.5233 2.6555 4.8126 0.044
H -2.3097 -0.8953 2.9743 0.111
H -4.4735 -1.5027 1.9638 0.076
H -6.2831 0.1899 1.7998 0.097
H -5.8763 2.4994 2.5832 0.103
H -3.6891 3.1062 3.5601 0.112
O -3.8417 3.4645 -0.4365 -0.039
C -2.6003 3.3862 -0.4635 -0.695
O -1.7985 3.1466 0.4633 -0.220
C -1.9686 3.6202 -1.8648 -0.188
C -2.8147 3.8397 -2.9535 -0.019
C -2.2706 4.0731 -4.2010 -0.083
C -0.8880 4.0937 -4.3294 -0.098
C -0.1268 3.8593 -3.1968 -0.173
N -0.6399 3.6151 -1.9922 0.115
H -3.8791 3.8093 -2.7697 0.107
H -2.9070 4.2270 -5.0653 0.099
H -0.4076 4.2668 -5.2844 0.095
H 0.9577 3.8510 -3.2636 0.099
C 4.4240 -1.4243 -2.1197 -0.152
C 4.9530 -0.3731 -1.1164 -0.152
C 3.7303 -0.0699 -0.2412 -0.200
O 2.6149 -0.3658 -1.0740 -0.191
C 2.9534 -1.5882 -1.7140 -0.211
H 4.9622 -2.3709 -2.0626 0.101
H 4.5038 -1.0596 -3.1451 0.098
H 5.2852 0.5265 -1.6364 0.099
H 5.7902 -0.7412 -0.5228 0.100
H 3.6405 0.9546 0.1056 0.115
H 3.7032 -0.7184 0.6411 0.125
H 2.2628 -1.7497 -2.5401 0.103
H 2.8221 -2.4185 -1.0118 0.108
S 1.1200 1.0565 -5.1890 1.018
C 0.9556 0.6739 -3.4912 -0.444
N -0.2330 0.4349 -3.0793 0.071
C -1.1452 0.5502 -4.1144 -0.310
C -2.5196 0.3540 -3.9825 0.006
C -3.3176 0.5224 -5.0937 -0.082
C -2.7645 0.8776 -6.3314 -0.105
C -1.4037 1.0630 -6.4788 -0.107
C -0.5963 0.8940 -5.3567 -0.494
H 1.8234 0.6427 -2.8429 0.070
H -2.9212 0.0728 -3.0174 0.112
H -4.3871 0.3797 -5.0102 0.100
H -3.4139 1.0050 -7.1890 0.093
H -0.9794 1.3335 -7.4374 0.099

---

# 2
82
Properties=species:S:1:pos:R:3:lowdin_charge:R:1 method="wB97M-V/def2-TZVPD" e_homo_ev=-10.23 charge=+1 lumo_ev=-3.440 homo_lumo_gap_ev=6.789
Pt 1.1425 1.1109 -0.0233 0.852
O 0.5053 -0.3335 -4.2268 0.045
C -0.0356 0.8380 -4.6486 -0.274
C -0.6834 0.8205 -5.8809 -0.006
C -1.2354 1.9746 -6.4018 -0.073
C -1.1454 3.1709 -5.7010 -0.087
C -0.5049 3.1893 -4.4751 -0.046
C 0.0446 2.0321 -3.9203 -0.103
C 0.7566 2.0895 -2.5856 -0.379
O 0.6893 0.8343 -1.9342 -0.378
N 0.1435 3.1371 -1.7577 0.047
N 0.5200 2.9546 -0.4298 -0.193
C 0.2111 3.8344 0.4401 -0.153
C 0.4476 3.6043 1.8537 -0.548
Br 1.4953 2.0327 2.2616 0.865
C -0.0692 4.2943 2.8710 -0.068
C -0.9239 5.4862 2.7326 -0.236
C -0.5910 6.5511 1.8968 -0.044
C -1.4489 7.6327 1.7719 -0.060
C -2.6433 7.6593 2.4782 -0.068
C -2.9698 6.6127 3.3305 -0.066
C -2.1081 5.5370 3.4686 -0.037
H 0.8134 -0.2038 -3.3101 0.064
H -0.7299 -0.1185 -6.4163 0.122
H -1.7310 1.9425 -7.3632 0.108
H -1.5620 4.0813 -6.1094 0.103
H -0.4153 4.1244 -3.9372 0.111
H 1.8082 2.3793 -2.7065 0.153
H -0.8763 3.1179 -1.8163 0.105
H -0.2926 4.7421 0.1292 0.137
H 0.0978 3.9270 3.8784 0.122
H 0.3580 6.5530 1.3743 0.121
H -1.1781 8.4611 1.1314 0.113
H -3.3111 8.5044 2.3792 0.112
H -3.8919 6.6388 3.8954 0.113
H -2.3596 4.7245 4.1403 0.120
C 3.2710 -4.8496 0.2255 -0.025
C 2.7679 -3.4401 0.1833 -0.237
C 3.5218 -2.3816 0.6832 0.001
C 3.0199 -1.0997 0.6452 -0.114
N 1.8065 -0.8210 0.1447 -0.152
C 1.0712 -1.8277 -0.3477 -0.096
C 1.5177 -3.1313 -0.3435 0.014
H 4.3579 -4.8824 0.2662 0.087
H 2.9329 -5.4127 -0.6429 0.090
H 2.8871 -5.3527 1.1154 0.099
H 4.5078 -2.5492 1.0947 0.125
H 3.5948 -0.2600 1.0099 0.105
H 0.1057 -1.5645 -0.7595 0.085
H 0.8829 -3.9019 -0.7599 0.129
C -3.7828 4.5715 -1.3418 -0.069
C -3.6997 3.4747 -2.1892 -0.071
C -3.2014 2.2630 -1.7237 -0.102
C -2.7740 2.1463 -0.4028 -0.378
C -2.8627 3.2520 0.4428 -0.133
C -3.3730 4.4574 -0.0191 -0.073
As -1.8633 0.5599 0.2672 1.354
C -2.5477 -0.8661 -0.8394 -0.332
C -2.2142 -1.1442 -2.1576 -0.106
C -2.7350 -2.2792 -2.7657 -0.064
C -3.5703 -3.1295 -2.0509 -0.066
C -3.8998 -2.8538 -0.7318 -0.017
C -3.3945 -1.7145 -0.1146 -0.191
C -3.6744 -1.2834 1.2704 -0.195
C -4.4970 -1.9408 2.1788 -0.017
C -4.6894 -1.4108 3.4454 -0.069
C -4.0598 -0.2306 3.8219 -0.081
C -3.2238 0.4242 2.9278 -0.102
C -3.0429 -0.0956 1.6560 -0.318
H -4.1738 5.5111 -1.7094 0.108
H -4.0250 3.5579 -3.2182 0.112
H -3.1451 1.4139 -2.3945 0.100
H -2.5492 3.1704 1.4804 0.086
H -3.4461 5.3043 0.6529 0.096
H -1.5459 -0.4953 -2.7091 0.083
H -2.4840 -2.4993 -3.7950 0.110
H -3.9713 -4.0144 -2.5276 0.108
H -4.5552 -3.5253 -0.1921 0.109
H -4.9958 -2.8610 1.9026 0.110
H -5.3354 -1.9219 4.1468 0.108
H -4.2181 0.1733 4.8132 0.105
H -2.7210 1.3367 3.2284 0.090

---

# 3
91
Properties=species:S:1:pos:R:3:mulliken_spin:R:1 method="wB97M-V/def2-TZVPD" e_homo_ev="-14.05 / -14.13" charge=+2 lumo_ev="-8.267 / -8.597" homo_lumo_gap_ev="5.783 / 5.537" multiplicity=2 s_squared=0.80
Ta -0.3479 0.2731 -0.1289 -0.012
C 5.1942 -0.6804 -2.1016 0.028
C 4.5308 -1.8477 -1.7535 -0.018
C 3.4163 -1.7952 -0.9334 0.055
C 2.9251 -0.5646 -0.4913 -0.038
C 3.6131 0.6027 -0.8140 0.021
C 4.7458 0.5375 -1.6098 -0.004
N 1.7606 -0.5642 0.3511 0.441
C 1.9112 -1.2034 1.5242 0.017
C 3.1619 -1.5269 2.1161 0.192
C 3.1928 -2.1609 3.3350 -0.053
C 2.0089 -2.5078 4.0002 0.182
C 0.7674 -2.2139 3.4426 -0.022
C 0.7346 -1.5677 2.2298 0.105
N -0.4482 -1.2646 1.5285 -0.029
N -1.4904 -1.8324 1.9116 0.071
C -2.6128 -1.5097 1.1548 -0.014
C -3.8028 -2.1249 1.4593 0.030
C -4.9184 -1.8039 0.6858 -0.007
C -4.7672 -0.8992 -0.3411 0.018
C -3.5209 -0.3200 -0.5804 0.003
N -2.4499 -0.6122 0.1561 0.005
H 6.0713 -0.7215 -2.7326 0.001
H 4.8867 -2.8052 -2.1084 0.001
H 2.9237 -2.7119 -0.6394 0.003
H 3.3084 1.5561 -0.4100 -0.007
H 5.2866 1.4468 -1.8364 0.000
H 4.0762 -1.2324 1.6206 -0.008
H 4.1460 -2.3863 3.7937 0.004
H 2.0582 -3.0057 4.9589 -0.004
H -0.1522 -2.4785 3.9442 0.001
H -3.8399 -2.8284 2.2786 -0.001
H -5.8785 -2.2565 0.8926 0.001
H -5.5989 -0.6123 -0.9688 0.000
H -3.3954 0.3998 -1.3735 0.004
C -2.3803 1.6833 2.4535 0.001
C -1.0678 1.3857 3.1235 0.007
C -1.0814 1.0109 4.4659 -0.003
C 0.0951 0.8587 5.1738 0.001
C 1.3137 1.1110 4.5550 -0.007
C 1.3802 1.4614 3.2173 0.016
C 2.7161 1.7934 2.6170 0.006
C 0.1718 1.5503 2.4915 0.001
N 0.2267 1.7906 1.0733 0.021
C 0.8010 2.9801 0.6146 -0.008
O 1.0352 3.9503 1.2753 0.006
C 1.1283 2.8539 -0.8414 0.001
C 1.6373 3.8560 -1.6397 0.001
C 1.9165 3.5517 -2.9691 0.001
C 1.6816 2.2701 -3.4563 -0.001
C 1.1518 1.3358 -2.5904 0.004
N 0.8837 1.6372 -1.3242 -0.007
C 0.7417 -0.0582 -2.9543 -0.001
O 1.0088 -0.5901 -3.9923 0.003
N -0.0533 -0.5995 -1.9308 -0.001
C -1.0426 -1.5782 -2.3137 0.002
C -1.0773 -2.8420 -1.7116 -0.004
C 0.0122 -3.3613 -0.8156 0.020
C -2.1477 -3.6867 -2.0066 -0.001
C -3.1323 -3.3028 -2.8941 0.000
C -3.0458 -2.0706 -3.5334 -0.001
C -2.0090 -1.1928 -3.2653 0.002
C -1.9387 0.1046 -4.0232 0.001
H -2.8595 2.5226 2.9600 0.000
H -3.0743 0.8426 2.5224 -0.001
H -2.2750 1.9765 1.4140 -0.001
H -2.0345 0.8802 4.9639 0.000
H 0.0667 0.5867 6.2209 0.000
H 2.2313 1.0484 5.1272 0.002
H 3.5166 1.3190 3.1827 -0.004
H 2.8794 2.8720 2.6410 0.000
H 2.7987 1.4771 1.5777 0.001
H 1.8004 4.8388 -1.2189 0.000
H 2.3108 4.3153 -3.6264 0.000
H 1.8834 1.9910 -4.4814 0.000
H 0.8589 -2.6835 -0.7997 -0.017
H 0.3592 -4.3256 -1.1879 0.001
H -0.3320 -3.5324 0.2078 -0.002
H -2.1826 -4.6681 -1.5490 0.000
H -3.9516 -3.9728 -3.1199 0.000
H -3.7941 -1.7900 -4.2644 0.000
H -2.9268 0.3940 -4.3756 0.000
H -1.2937 -0.0101 -4.8964 0.000
H -1.5501 0.9299 -3.4269 0.000
F -1.6207 1.5421 -1.0124 -0.005
As -2.8187 3.3871 -1.3547 0.000
F -1.8522 3.9254 -0.0559 0.000
F -1.5033 3.6655 -2.4050 0.000
F -3.6968 4.7788 -1.6271 0.000
F -3.5124 2.3839 -2.5532 0.000
F -3.8491 2.6249 -0.2223 0.000

---

# 4
86
Properties=species:S:1:pos:R:3:mulliken_spin:R:1 method="wB97M-V/def2-TZVPD" e_homo_ev="-9.12 / -10.57" charge=+1 lumo_ev="-2.954 / -5.426" homo_lumo_gap_ev="6.170 / 5.142" multiplicity=3 s_squared=2.03
Au 0.4494 0.5890 -0.2331 0.041
N 0.1978 -0.9315 -2.1039 0.068
S 0.4979 -0.7210 -3.6924 0.321
N 1.7968 -1.3876 -4.3597 0.029
S 3.0132 -1.7753 -3.3463 -0.007
N 3.7561 -3.3427 -0.7820 0.001
S 3.0312 -2.5688 0.2086 -0.001
N 1.6846 -1.6315 -0.1753 0.047
C 2.3627 -3.5038 1.5941 0.014
C 1.3959 -2.9992 2.4550 -0.017
C 0.9204 -3.8014 3.4807 0.006
C 1.4059 -5.0950 3.6343 0.000
C 2.3685 -5.5890 2.7661 0.001
C 2.8541 -4.7906 1.7391 -0.001
C 3.9527 -1.2533 1.0276 0.000
C 3.3780 -0.2046 1.7362 -0.007
C 4.1974 0.7719 2.2812 0.000
C 5.5769 0.6922 2.1264 0.000
C 6.1407 -0.3651 1.4276 0.000
C 5.3256 -1.3433 0.8740 0.001
C 3.8176 -3.0887 -4.2410 0.000
C 4.9540 -3.6392 -3.6625 0.001
C 5.6080 -4.6591 -4.3317 0.000
C 5.1253 -5.1202 -5.5507 0.000
C 3.9810 -4.5675 -6.1036 -0.001
C 3.3132 -3.5420 -5.4468 0.002
C 4.2413 -0.4924 -3.4266 0.008
C 4.9896 -0.2399 -4.5686 0.003
C 5.8593 0.8370 -4.5678 -0.001
C 5.9786 1.6379 -3.4353 0.000
C 5.2312 1.3697 -2.2984 0.001
C 4.3509 0.2971 -2.2918 -0.004
C 1.1127 1.0766 -3.4572 0.229
C 0.4693 1.9453 -2.5728 0.036
C 0.8780 3.2732 -2.4838 -0.008
C 1.8874 3.7461 -3.3099 0.039
C 2.4475 2.9009 -4.2589 -0.005
C 2.0497 1.5735 -4.3503 0.024
C -0.7952 -1.8988 -4.3991 0.212
C -0.6283 -2.4325 -5.6704 0.034
C -1.6705 -3.1433 -6.2471 -0.014
C -2.8767 -3.2934 -5.5754 0.039
C -3.0482 -2.7160 -4.3249 -0.007
C -2.0127 -2.0021 -3.7375 0.038
H 1.0185 -1.9942 2.3231 -0.002
H 0.1738 -3.4174 4.1642 0.000
H 1.0315 -5.7180 4.4358 0.000
H 2.7428 -6.5966 2.8873 0.000
H 3.5945 -5.1473 1.0339 0.000
H 2.3048 -0.1457 1.8629 0.005
H 3.7598 1.5939 2.8325 0.000
H 6.2113 1.4546 2.5590 0.000
H 7.2142 -0.4289 1.3099 0.000
H 5.7318 -2.1716 0.3060 0.000
H 5.2913 -3.2974 -2.6939 0.000
H 6.4916 -5.1031 -3.8937 0.000
H 5.6412 -5.9189 -6.0667 0.000
H 3.6014 -4.9320 -7.0486 0.000
H 2.4186 -3.1024 -5.8588 -0.005
H 4.8928 -0.8770 -5.4388 0.000
H 6.4527 1.0498 -5.4468 0.000
H 6.6662 2.4734 -3.4419 0.000
H 5.3311 1.9890 -1.4171 0.000
H 3.7531 0.0737 -1.4166 -0.002
H -0.4453 1.6463 -2.0528 0.004
H 0.3794 3.9394 -1.7913 -0.002
H 2.2071 4.7768 -3.2418 0.003
H 3.2107 3.2725 -4.9305 -0.001
H 2.4993 0.9175 -5.0835 0.008
H 0.3035 -2.2971 -6.1990 0.008
H -1.5405 -3.5780 -7.2295 0.000
H -3.6858 -3.8469 -6.0323 0.003
H -3.9933 -2.8149 -3.8065 0.000
H -2.1486 -1.5354 -2.7694 -0.016
C -2.5763 -2.5975 1.3505 -0.005
C -1.4287 -1.9272 0.6231 0.085
S -1.1464 -0.3468 1.1713 0.486
C -0.7729 -2.6588 -0.3645 0.248
C -1.1912 -4.0377 -0.7585 -0.006
S 0.7187 -2.2494 -1.2884 0.025
H -3.0242 -1.9115 2.0645 0.000
H -2.2215 -3.4777 1.8900 -0.002
H -3.3494 -2.9172 0.6514 0.000
H -1.9663 -4.4591 -0.1286 0.000
H -0.3243 -4.7038 -0.7528 0.020
H -1.5495 -4.0181 -1.7954 0.024

---

# 5
101
Properties=species:S:1:pos:R:3:lowdin_charge:R:1 method="wB97M-V/def2-TZVPD" e_homo_ev=-5.38 charge=-1 lumo_ev=1.849 homo_lumo_gap_ev=7.228
Tl 1.1057 -0.0123 -0.4576 0.927
C 0.0398 3.0920 1.7598 -0.019
C 0.6830 1.9607 2.4902 -0.301
C 0.9411 1.8681 3.8712 0.013
C 1.5615 0.6527 4.0521 -0.271
C 2.0488 0.0259 5.3219 -0.028
N 1.6593 0.0628 2.8411 0.033
N 1.1129 0.8640 1.8803 0.062
B 2.2122 -1.3428 2.5314 -0.511
N 1.0304 -2.2178 1.9981 0.015
N 0.1039 -1.6947 1.1416 0.079
C -0.9107 -2.5506 1.0980 -0.309
C -2.1577 -2.3181 0.3131 -0.003
C -0.6362 -3.6531 1.9291 0.008
C 0.5976 -3.3985 2.4941 -0.300
C 1.3649 -4.2344 3.4718 -0.017
N 3.3912 -1.2324 1.5438 0.024
N 3.4011 -0.2993 0.5449 0.067
C 4.6359 -0.2724 0.0490 -0.312
C 5.0983 0.6443 -1.0396 -0.022
C 5.4345 -1.2099 0.7301 0.017
C 4.6148 -1.7924 1.6673 -0.278
C 4.9477 -2.8656 2.6534 -0.019
H -0.7604 3.5237 2.3650 0.090
H 0.7675 3.8794 1.5530 0.083
H -0.3686 2.7404 0.8157 0.031
H 0.7088 2.6016 4.6311 0.106
H 1.8892 0.7179 6.1477 0.075
H 1.5127 -0.9010 5.5376 0.077
H 3.1126 -0.2125 5.2668 0.080
H 2.6082 -1.8441 3.5474 0.108
H -2.4464 -1.2693 0.3610 0.075
H -2.0137 -2.5854 -0.7349 0.083
H -2.9629 -2.9282 0.7212 0.080
H -1.2679 -4.5130 2.1016 0.107
H 0.7709 -5.1091 3.7358 0.079
H 2.3142 -4.5765 3.0558 0.068
H 1.5921 -3.6799 4.3839 0.075
H 4.3207 1.3390 -1.3369 0.011
H 5.9637 1.2114 -0.6890 0.083
H 5.4067 0.0752 -1.9200 0.082
H 6.4794 -1.4270 0.5541 0.113
H 5.9780 -3.1830 2.4976 0.080
H 4.8406 -2.5210 3.6842 0.077
H 4.3010 -3.7358 2.5247 0.063
C -6.4914 -1.2857 -2.3380 -0.028
C -5.8961 -0.0902 -3.0735 -0.315
C -6.8406 1.1014 -3.1566 -0.137
C -7.0955 1.6818 -1.7702 -0.134
C -5.7893 1.9863 -1.0762 -0.133
C -5.7145 2.9516 -0.0962 0.046
C -4.5032 3.2129 0.5334 -0.254
F -4.4746 4.1678 1.4869 0.059
C -3.3633 2.5371 0.2167 0.082
C -3.4093 1.5578 -0.7816 -0.031
C -2.1744 0.8103 -1.1040 -0.312
O -1.1574 1.0276 -0.4343 -0.063
C -2.2786 -0.1066 -2.1970 -0.029
C -3.4890 -0.2977 -2.7836 0.035
N -4.6359 0.3271 -2.4382 0.013
C -4.6176 1.2869 -1.4309 -0.072
C -1.1708 -1.0310 -2.6769 -0.589
O -1.3643 -1.6145 -3.7414 0.036
O -0.1702 -1.2134 -1.8944 -0.104
H -7.4185 -1.6035 -2.8199 0.085
H -6.7032 -1.0448 -1.2940 0.082
H -5.7894 -2.1210 -2.3539 0.085
H -5.6406 -0.4025 -4.0838 0.145
H -7.7741 0.7901 -3.6253 0.118
H -6.3821 1.8636 -3.7911 0.129
H -7.6720 0.9691 -1.1723 0.116
H -7.6941 2.5911 -1.8403 0.118
H -6.5973 3.5176 0.1859 0.130
H -2.4241 2.7453 0.7136 0.114
H -3.5494 -1.0154 -3.5941 0.147
O 5.2912 -3.4723 -3.8015 0.110
C 4.7992 -4.2070 -2.8342 -0.519
O 5.2185 -5.3209 -2.5834 0.059
C 3.6887 -3.6360 -2.0113 -0.042
C 3.1094 -4.3562 -0.9969 -0.005
N 2.1903 -3.5608 -0.4266 0.058
N 2.1246 -2.3611 -1.0038 0.072
C 3.0159 -2.3754 -1.9738 -0.118
C 3.1250 -1.1350 -2.8252 -0.571
O 3.9181 -1.1683 -3.7940 0.013
O 2.4013 -0.1566 -2.5125 -0.138
H 4.8019 -2.5684 -3.8716 0.091
H 3.3066 -5.3641 -0.6634 0.134
H 1.5597 -3.7773 0.3283 0.128
F -0.2617 7.7472 -0.4267 0.113
C 0.2097 6.5147 -0.6258 -0.154
C 1.5352 6.2233 -0.3878 -0.154
F 2.3495 7.1877 0.0543 0.109
C 2.0110 4.9437 -0.5932 -0.262
F 3.3010 4.7323 -0.3291 0.086
C 1.2068 3.8949 -1.0488 -0.524
S 1.9437 2.3433 -1.3855 0.780
C -0.1132 4.2458 -1.3050 -0.251
F -0.9607 3.3529 -1.8174 0.102
C -0.6145 5.5137 -1.0846 -0.147
F -1.9024 5.7816 -1.3377 0.108